ORCA calculation (ωB97M-V/def2-TZVPD) on a molecular structure, C15H25CeINO3P2S2 at a distorted geometry.

```
50
Properties=species:S:1:pos:R:3
Ce 0.24 1.44 -0.63
I 2.67 3.05 0.16
S 0.56 -2.31 0.51
S -2.47 0.36 -0.55
P 1.65 0.07 -2.81
P -0.64 1.69 2.08
O 3.09 -0.12 0.96
O 1.22 -2.02 1.75
O 1.26 -2.96 -0.56
N -0.25 -0.88 -0.08
C -3.36 -2.67 0.85
C -2.05 -2.24 0.54
C -1.59 -0.99 -0.03
C -1.45 3.35 1.96
C 1.63 4.45 -1.30
C -1.11 -4.26 1.57
C -2.43 -4.67 1.90
C -0.96 -3.04 0.90
C 3.44 -0.30 -2.84
C 2.02 0.10 0.57
C 0.46 1.86 3.53
C -2.03 0.71 2.78
C -3.56 -3.89 1.54
C 1.45 1.23 -4.24
C 0.94 -1.46 -3.49
H 2.32 4.66 -2.14
H 1.47 -1.74 -4.42
H -2.38 1.19 3.72
H 1.88 0.79 -5.15
H 1.23 2.62 3.33
H 0.38 1.43 -4.40
H -0.22 -4.86 1.76
H -2.56 -5.60 2.46
H -0.69 4.13 1.75
H 1.95 2.19 -4.02
H -1.96 3.57 2.91
H -4.20 -2.07 0.48
H 3.65 -1.08 -2.10
H -1.67 -0.32 2.98
H 1.50 5.42 -0.79
H -0.12 -1.29 -3.71
H 1.02 -2.26 -2.74
H 0.67 4.00 -1.63
H -2.84 0.65 2.04
H 4.02 0.60 -2.57
H 0.96 0.89 3.69
H -0.13 2.13 4.42
H 3.75 -0.65 -3.84
H -4.58 -4.25 1.76
H -2.18 3.34 1.14
```

* LUMO level (spin up / spin down): -6.934 / -6.885 eV
* spin multiplicity: 2
* molecular weight: 660.47 g mol⁻¹
* gap between HOMO and LUMO (spin up / spin down): 8.06 / 8.11 eV
* net charge: +2

ORCA calculation (ωB97M-V/def2-TZVPD) on a molecular structure, C15H25Cl2INO5S3 at a distorted geometry.

```
52
Properties=species:S:1:pos:R:3
I -5.26 -6.82 0.10
Cl 0.73 -0.76 -0.04
Cl 0.12 -4.89 0.86
S 0.09 3.83 0.55
S 0.71 1.72 -3.70
S 4.97 -0.53 2.39
O 1.12 1.17 -5.02
O 0.46 3.26 -0.78
O -5.95 -3.99 1.46
O 4.59 -1.73 1.59
O -5.01 -4.87 -0.37
N -1.76 -1.53 1.37
C 2.26 -3.05 -0.04
C -0.01 3.33 -4.00
C -0.12 -3.20 0.64
C -3.02 -1.07 1.60
C -5.05 -4.06 0.69
C -4.10 -1.88 1.37
C 3.74 0.71 2.01
C -1.48 3.08 1.01
C -1.49 -2.75 0.88
C 0.93 -2.46 0.24
C -0.58 5.47 0.25
C 6.33 0.26 1.53
C -3.87 -3.17 0.88
C -2.58 -3.59 0.63
C -0.83 0.90 -3.26
H -1.23 1.36 -2.35
H 2.16 -3.75 -0.86
H 2.80 0.37 2.42
H 0.78 3.99 -4.34
H 2.94 -2.26 -0.36
H -1.55 0.98 -4.07
H -1.86 3.55 1.92
H -1.36 5.42 -0.52
H 3.66 0.81 0.93
H -3.12 -0.07 1.97
H 6.56 1.22 2.01
H -0.78 3.24 -4.78
H -2.20 3.19 0.19
H 0.24 6.10 -0.10
H -0.98 5.88 1.18
H -0.44 3.70 -3.07
H -5.10 -1.53 1.56
H -1.00 -0.90 1.57
H -1.30 2.02 1.20
H -0.61 -0.15 -3.07
H 7.20 -0.39 1.61
H 6.07 0.41 0.49
H -2.41 -4.58 0.26
H 4.02 1.67 2.46
H 2.69 -3.51 0.84
```

* LUMO level: -4.902 eV
* spin multiplicity: 1
* molecular weight: 593.38 g mol⁻¹
* gap between HOMO and LUMO: 5.51 eV
* net charge: +1

ORCA calculation (ωB97M-V/def2-TZVPD) on a single C15H25N3O2 molecule at a distorted geometry.

```
45
Properties=species:S:1:pos:R:3
O -2.78 0.98 1.87
O 2.38 1.20 -0.07
N -0.57 1.14 1.90
N -0.67 -0.25 -0.84
N 0.80 0.82 1.50
C -1.61 -0.48 0.35
C -0.92 0.82 4.29
C -0.68 1.80 3.19
C 1.78 1.89 3.59
C 0.16 0.97 -0.95
C -1.70 0.65 1.35
C 1.76 0.69 2.53
C 0.55 2.77 3.49
C -1.01 -1.68 -4.39
C -1.29 -0.74 -3.25
C 1.21 1.00 0.15
C -0.55 -1.22 -1.94
C 1.00 -2.74 -3.26
C 0.41 -2.06 -4.57
C 0.89 -1.77 -2.12
H 1.94 1.58 4.60
H 0.94 -1.12 -4.84
H 1.16 -2.28 -1.13
H -0.50 1.88 -0.99
H -1.99 0.59 4.31
H -1.29 -1.09 -5.30
H -1.49 2.48 3.07
H 0.47 3.42 4.38
H -1.06 -2.06 -1.49
H -0.43 -0.17 4.17
H 2.01 -3.03 -3.41
H -1.01 0.34 -3.43
H -2.39 -0.87 -2.93
H 1.50 -0.27 3.06
H -0.68 1.31 5.28
H 0.71 0.94 -1.93
H 2.77 0.47 2.12
H 0.64 3.50 2.67
H -1.68 -2.56 -4.30
H -2.65 -0.65 -0.09
H 2.62 2.63 3.33
H 1.67 -1.03 -2.18
H 0.48 -3.67 -3.15
H 0.57 -2.70 -5.37
H -1.46 -1.44 0.75
```

* LUMO level: 0.758 eV
* spin multiplicity: 1
* molecular weight: 279.38 g mol⁻¹
* structure (SMILES): C[C@H]1CCCN2C(=O)CN(C3CCCCC3)CC(=O)N12
* gap between HOMO and LUMO: 8.70 eV
* net charge: 0
* energy relative to the best compared isomer or geometry (same formula, charge and spin): 83.3 kcal per mole

ORCA calculation (ωB97M-V/def2-TZVPD) on a single C15H25NO2 molecule.

```
43
Properties=species:S:1:pos:R:3
O 1.77 1.93 -0.62
O -0.34 -2.36 -1.03
N -2.85 -0.94 -0.23
C 1.92 1.60 2.19
C 2.52 -0.79 1.72
C -0.64 1.85 -0.11
C -3.13 1.44 0.25
C -2.02 1.77 -0.75
C 2.41 -0.16 -2.51
C 0.46 2.04 -1.16
C 2.74 -1.62 -0.51
C 2.10 0.67 -0.14
C -2.40 -2.25 0.18
C -2.98 0.03 0.83
C 2.18 0.47 1.24
C -0.88 -2.32 0.28
C 2.78 -1.83 0.86
C 2.41 -0.37 -1.03
H -3.85 -0.18 1.49
H 0.98 1.44 2.72
H 2.72 1.65 2.93
H 2.99 -2.42 -1.19
H -0.59 -3.23 0.83
H -2.24 2.72 -1.23
H -2.71 -2.98 -0.58
H -0.49 -1.45 0.82
H 2.56 0.88 -2.75
H 2.58 -0.94 2.79
H -3.71 -0.99 -0.76
H -2.01 0.99 -1.51
H -0.43 0.91 0.41
H 0.30 1.32 -1.96
H 1.46 -0.49 -2.95
H -0.60 2.66 0.63
H 0.61 -2.22 -0.97
H 0.42 3.05 -1.58
H -4.09 1.52 -0.26
H 1.88 2.54 1.66
H -2.09 -0.02 1.46
H -2.83 -2.56 1.15
H -3.12 2.17 1.07
H 3.04 -2.81 1.25
H 3.20 -0.75 -2.97
```

* LUMO level: 0.929 eV
* spin multiplicity: 1
* molecular weight: 251.37 g mol⁻¹
* structure (SMILES): Cc1cccc(C)c1OCCCCCNCCO
* gap between HOMO and LUMO: 9.61 eV
* net charge: 0
* energy relative to the best compared isomer or geometry (same formula, charge and spin): 28.3 kcal per mole

ORCA calculation (ωB97M-V/def2-TZVPD) on 2 unconnected molecules or ions with the total composition C15H25O8 at a distorted geometry.

```
48
Properties=species:S:1:pos:R:3
O -2.12 2.21 -2.77
O 2.28 1.71 2.31
O 0.55 0.76 -3.31
O -2.06 2.14 -0.37
O 2.67 1.14 4.39
O 2.86 3.35 3.80
O 2.16 1.67 -1.78
O 0.01 2.86 -1.83
C -1.76 0.73 -0.06
C -3.08 -0.23 0.15
C -3.51 -1.13 -1.15
C 1.55 -2.16 -0.92
C -1.20 -2.65 -0.93
C -1.37 2.39 -1.65
C -2.27 -1.89 -1.91
C 2.93 -2.12 -1.83
C 0.91 1.79 -2.30
C 2.20 2.70 1.29
C -4.46 -0.30 -2.25
C 2.63 2.19 3.53
C 3.03 1.50 5.73
C 1.57 -1.85 0.72
C 0.29 -2.49 -1.65
H 3.03 0.59 6.33
H -1.50 -3.79 -0.89
H 3.17 3.18 1.14
H 2.67 -2.11 1.11
H 3.29 -3.17 -2.20
H -1.14 -2.23 0.16
H 1.91 2.21 0.36
H -0.99 0.34 -0.85
H -1.68 -1.08 -2.53
H -2.75 -2.64 -2.71
H -3.01 -0.94 1.10
H -5.05 -1.16 -2.82
H 2.83 -1.44 -2.80
H -3.82 0.25 -3.07
H 3.76 -1.61 -1.13
H 0.31 -2.66 -2.83
H -5.27 0.36 -1.73
H -3.99 0.50 0.37
H 1.43 3.44 1.54
H -4.22 -1.99 -0.73
H -1.19 0.74 0.98
H 0.76 -2.53 1.23
H 2.29 2.19 6.15
H 4.03 1.93 5.76
H 1.33 -0.70 0.82
```

* LUMO level: 2.611 eV
* spin multiplicity: 1
* molecular weight: 333.36 g mol⁻¹
* gap between HOMO and LUMO: 7.48 eV
* net charge: -1
* energy relative to the best compared isomer or geometry (same formula, charge and spin): 16.7 kcal per mole

Question: Which formula does entry 5 have?
Answer: C15H25O8

Question: Which of these has the highest molecular weight?
Answer: C15H25CeINO3P2S2

Please write out number 2 again, unchanged.
ORCA calculation (ωB97M-V/def2-TZVPD) on a molecular structure, C15H25Cl2INO5S3 at a distorted geometry.

```
52
Properties=species:S:1:pos:R:3
I -5.26 -6.82 0.10
Cl 0.73 -0.76 -0.04
Cl 0.12 -4.89 0.86
S 0.09 3.83 0.55
S 0.71 1.72 -3.70
S 4.97 -0.53 2.39
O 1.12 1.17 -5.02
O 0.46 3.26 -0.78
O -5.95 -3.99 1.46
O 4.59 -1.73 1.59
O -5.01 -4.87 -0.37
N -1.76 -1.53 1.37
C 2.26 -3.05 -0.04
C -0.01 3.33 -4.00
C -0.12 -3.20 0.64
C -3.02 -1.07 1.60
C -5.05 -4.06 0.69
C -4.10 -1.88 1.37
C 3.74 0.71 2.01
C -1.48 3.08 1.01
C -1.49 -2.75 0.88
C 0.93 -2.46 0.24
C -0.58 5.47 0.25
C 6.33 0.26 1.53
C -3.87 -3.17 0.88
C -2.58 -3.59 0.63
C -0.83 0.90 -3.26
H -1.23 1.36 -2.35
H 2.16 -3.75 -0.86
H 2.80 0.37 2.42
H 0.78 3.99 -4.34
H 2.94 -2.26 -0.36
H -1.55 0.98 -4.07
H -1.86 3.55 1.92
H -1.36 5.42 -0.52
H 3.66 0.81 0.93
H -3.12 -0.07 1.97
H 6.56 1.22 2.01
H -0.78 3.24 -4.78
H -2.20 3.19 0.19
H 0.24 6.10 -0.10
H -0.98 5.88 1.18
H -0.44 3.70 -3.07
H -5.10 -1.53 1.56
H -1.00 -0.90 1.57
H -1.30 2.02 1.20
H -0.61 -0.15 -3.07
H 7.20 -0.39 1.61
H 6.07 0.41 0.49
H -2.41 -4.58 0.26
H 4.02 1.67 2.46
H 2.69 -3.51 0.84
```

* LUMO level: -4.902 eV
* spin multiplicity: 1
* molecular weight: 593.38 g mol⁻¹
* gap between HOMO and LUMO: 5.51 eV
* net charge: +1

Question: Which of these has the highest net charge?
Answer: C15H25CeINO3P2S2